(1)
{
  "formula": "C43H86Cl6O24",
  "method": "ωB97M-V/def2-TZVPD",
  "symbols": ["C", "O", "O", "C", "H", "H", "H", "C", "H", "C", "C", "H", "C", "O", "O", "H", "H", "C", "H", "H", "Cl", "C", "C", "H", "H", "H", "H", "H", "H", "H", "H", "C", "O", "H", "O", "Cl", "C", "O", "H", "H", "O", "Cl", "H", "C", "H", "H", "C", "H", "C", "C", "H", "H", "H", "H", "H", "H", "C", "H", "C", "O", "H", "H", "H", "Cl", "O", "C", "C", "H", "H", "H", "O", "C", "C", "H", "H", "H", "C", "O", "H", "H", "H", "H", "C", "H", "H", "C", "O", "Cl", "H", "C", "H", "C", "H", "H", "O", "H", "H", "H", "O", "C", "O", "H", "O", "O", "O", "H", "H", "H", "C", "H", "H", "O", "C", "H", "C", "Cl", "H", "H", "C", "H", "H", "H", "H", "H", "H", "C", "H", "C", "H", "H", "O", "C", "C", "H", "C", "H", "O", "H", "O", "H", "H", "H", "H", "C", "H", "C", "H", "H", "H", "C", "C", "C", "H", "H", "H", "O", "C", "H", "C"],
  "positions_angstrom": [[0.0543, -1.0985, 6.8564], [10.0696, 1.7863, -2.0890], [-3.8799, -1.2599, 5.6764], [1.8332, 4.0737, 4.0258], [-6.5238, 2.6736, 3.0548], [-0.5717, -1.6912, -6.4651], [-1.9726, 8.6794, -0.1305], [8.9205, 1.9881, -2.4635], [0.9493, -1.1449, -3.7708], [6.2250, -4.6781, -7.3092], [-8.3628, 2.5481, 1.2890], [5.0581, 3.2274, -5.4043], [4.1818, 2.5793, -5.4193], [2.7744, -6.4029, 3.8832], [-8.8772, 2.9889, 0.1144], [-0.2419, -1.6288, 1.6840], [3.0326, -4.4782, 1.2146], [0.3804, 4.6364, 3.9952], [-6.6121, 1.0442, 2.4250], [2.4240, 4.6598, 3.3219], [4.5562, 1.1125, -6.2925], [-1.6504, 4.7329, -1.7856], [-0.3390, -0.6098, 1.3093], [2.0762, -6.0005, 1.4315], [-5.8186, 0.9200, -2.4499], [-3.3024, 8.4600, -2.6271], [2.9984, -7.4191, 5.6395], [4.9331, -4.1290, -5.8215], [2.3451, 4.1234, 4.9869], [9.4371, 0.5373, -4.9190], [-0.5744, 4.8004, -1.6249], [-2.2783, 6.0577, -1.5287], [8.1555, 3.0281, -2.1018], [-0.4654, -0.2177, -4.4126], [-9.0562, 2.2734, 2.2997], [7.9635, -3.7336, -0.3994], [-11.1184, 1.9849, -0.0084], [0.8508, -3.3474, -3.0487], [2.9430, -5.6998, 5.9772], [-10.6137, 4.0227, 0.6515], [-5.7822, -2.4274, -0.7754], [2.8222, 3.3807, -6.1880], [-2.8557, 4.6580, 7.3983], [-8.0397, -2.0838, -0.0822], [5.9651, -5.3120, -5.1740], [-12.1442, 2.2725, 0.2220], [8.8273, 0.1620, -4.0972], [-1.8827, 4.3609, -2.7835], [-5.7342, -0.1630, -2.3603], [-2.2558, 8.3543, -2.3416], [-0.6962, 9.2938, -1.1654], [0.2444, -1.3011, 7.9104], [-5.2623, 2.3400, 2.1082], [-2.4126, 3.2397, 8.3824], [-6.4805, -0.6862, -4.3199], [-4.8015, -0.2229, -1.7994], [-1.3386, -1.7023, 6.4989], [0.8631, -2.5449, -5.8173], [6.5797, -2.5077, -9.7031], [3.1266, -4.1524, 3.7844], [0.7285, -6.5859, 6.5999], [6.8822, -4.6513, -9.8647], [8.2156, 6.0194, -1.4969], [7.8973, -1.8179, 1.8503], [-2.9345, 6.2853, -0.5713], [-10.2786, 3.2278, -0.0147], [-3.5607, -1.0326, 6.8496], [3.4925, -1.0847, -1.7373], [-1.3138, -2.7873, 6.6000], [8.0447, -0.4177, -4.5866], [2.1435, 1.1412, -0.6836], [-6.7526, -1.7138, -0.8317], [-1.4255, -3.9972, -2.7360], [-1.1512, -0.0819, 1.8091], [-6.4234, -0.7706, 8.6140], [7.1202, -2.3291, -10.6326], [6.0698, -3.9621, -9.6342], [-4.4762, -0.7595, 7.8658], [0.7272, -7.6652, 5.1881], [-1.3204, -1.5238, 5.4237], [-0.5985, -0.4700, 0.2599], [8.3798, 3.3706, -0.0847], [-5.9228, -0.7131, 7.6475], [-2.3078, 10.1097, -1.0071], [-10.7824, 1.3333, 0.7983], [-5.1905, -5.4521, 3.6053], [8.1958, 1.2178, -3.3927], [-5.2791, -7.0592, 4.1817], [-6.3539, 0.2308, 7.3139], [1.0027, -6.6741, 5.5487], [1.8546, 3.0436, 3.6701], [7.6460, 5.1737, -1.1116], [-6.2512, -1.6011, 7.1075], [-2.2554, -3.3969, -2.3631], [7.4627, -4.5921, -7.3064], [-2.0652, 4.0798, -1.0179], [4.2524, -1.3717, -0.0957], [-1.7472, -4.6287, -3.5641], [-6.8025, -0.5804, -1.4838], [3.7529, -0.6699, -0.7635], [-1.7870, 6.9990, -2.3439], [-8.1192, -1.2791, 0.6488], [-7.0974, 2.4863, 1.1147], [-1.8282, 3.3132, 6.4181], [-2.2779, 5.1440, 5.1621], [1.1981, -0.1387, 2.7060], [-0.0013, 4.5679, 2.9765], [9.4067, -0.5220, -3.4771], [-2.7585, 3.5724, 7.4037], [-7.9032, -3.0490, 0.4054], [-4.8207, -0.4111, -4.2155], [2.0191, -0.5513, 0.9316], [0.3327, -1.5938, -5.8643], [-11.1122, 1.4154, -0.9378], [0.0608, -1.1722, -4.4016], [-3.6483, -5.1705, 2.7115], [0.4408, 5.6881, 4.2751], [5.3862, -4.0553, -10.4781], [2.9404, -5.2310, 3.2377], [9.2918, -1.8042, -0.0773], [3.8444, -5.9941, 1.5478], [9.7666, -3.0590, 1.0791], [1.0347, -0.8865, -6.3059], [4.4967, 0.1095, -0.9291], [4.5990, -5.6894, -6.3870], [-1.7754, 9.1620, -1.0877], [-5.2278, -1.9125, -3.5456], [-6.3143, 2.0628, 2.1765], [-6.0769, -5.2450, 3.0057], [-3.7572, 3.2460, 7.1138], [-0.8833, -2.0340, -3.8271], [-1.5768, 4.1213, 5.3994], [2.4983, 0.0272, -0.1385], [-10.3468, 3.8034, -0.9378], [0.9957, 0.0218, 1.6470], [-1.7052, 8.8319, -3.1520], [-2.3909, -1.1549, 7.3983], [0.8481, -1.4831, 6.2161], [5.5083, -4.2885, -8.3955], [9.5863, 4.2307, -1.1262], [7.3615, 5.6589, -0.1780], [7.4644, -2.4457, -9.0695], [3.8672, 2.3427, -4.4029], [5.4365, -5.0571, -6.0925], [-1.1120, -4.6907, -1.9557], [-5.6283, -0.9073, -3.6773], [1.0220, 1.0973, 1.4717], [-8.8835, -2.0893, -0.7722], [0.3029, -6.0456, 4.9980], [8.5538, 3.8970, -1.0232], [2.5302, -6.4816, 5.3396], [2.9408, -5.4206, 1.7546], [0.1401, -0.0129, 6.8098], [-5.2124, -4.7625, 4.4492], [6.8222, 5.0661, -1.8172], [-0.2850, 3.8274, 4.9382], [8.9171, -2.5641, 0.6085], [5.9597, -1.6163, -9.6078], [-0.3640, -3.0738, -3.1359]]
}

---

(2)
{
  "formula": "C43H87NO11",
  "method": "ωB97M-V/def2-TZVPD",
  "smiles": "CN(C)C=O.C1CCOC1.C1CCOC1.C1CCOC1.C1CCOC1.C1CCOC1.C1CCOC1.C1CCOC1.C1CCOC1.C1CCOC1.C1CCOC1",
  "symbols": ["C", "H", "H", "H", "H", "H", "H", "H", "H", "C", "H", "C", "H", "H", "N", "H", "H", "H", "C", "H", "O", "H", "H", "H", "H", "O", "H", "C", "C", "H", "C", "H", "C", "H", "H", "H", "C", "H", "C", "H", "O", "O", "H", "C", "H", "H", "H", "H", "C", "C", "H", "O", "H", "H", "O", "C", "H", "H", "H", "C", "C", "C", "H", "H", "O", "C", "H", "H", "C", "H", "O", "H", "H", "H", "H", "C", "H", "C", "C", "O", "C", "C", "C", "H", "H", "H", "C", "C", "H", "H", "C", "H", "C", "C", "H", "C", "H", "H", "H", "C", "H", "H", "C", "H", "H", "C", "H", "H", "H", "C", "O", "H", "C", "C", "H", "H", "C", "H", "H", "H", "H", "C", "C", "O", "H", "H", "C", "H", "H", "H", "H", "H", "H", "H", "H", "H", "C", "H", "H", "H", "C", "H"],
  "positions_angstrom": [[0.3667, -2.0746, 0.1857], [-2.5961, -1.3129, 2.7817], [-3.5809, -4.8440, 4.0151], [3.4673, 4.8867, -3.8176], [-3.0641, -3.5888, 0.4634], [-6.6119, -0.8405, 1.4888], [-3.2081, 3.6948, 2.1135], [2.7532, 3.9585, 0.2312], [1.5082, 0.8846, 0.9619], [-0.2043, 4.8403, 1.1887], [7.5527, -0.1463, 0.6285], [1.1235, 0.0766, 0.3339], [6.3448, -2.2850, -0.8178], [-0.0034, -2.8657, 0.8309], [4.5318, 4.0558, 1.3846], [-6.2904, 1.6524, -0.1948], [-6.0471, 1.9008, 2.7916], [-0.4798, 0.9696, -0.7409], [-0.5956, 0.5772, -3.5804], [-0.9826, -1.2865, -1.3495], [1.1744, -0.9436, 5.4304], [5.9498, 2.5620, 1.5229], [-2.8423, 5.8729, 1.1482], [6.6310, 0.3092, -2.2769], [0.2993, -1.4280, -3.5957], [-1.6954, -4.2804, -0.8786], [-1.4597, 0.8994, -5.5867], [-2.3080, 3.8425, 1.5153], [1.2023, -0.0011, -5.0643], [2.4830, -2.1397, 6.5332], [-3.5017, -1.8832, -3.8120], [-0.9258, -5.1936, 0.7591], [-6.0222, -0.1415, 2.0906], [-1.0045, 2.3301, -4.8426], [-3.5802, -3.4659, -1.2131], [-2.1020, 2.9181, 0.9667], [-1.0357, 4.1494, 2.2804], [3.7374, 4.5064, -2.0563], [0.5525, -0.3735, -3.7175], [-3.3108, -3.5408, -5.2581], [5.6250, 0.4665, 0.1574], [3.9317, 6.0986, 0.5411], [3.0817, -0.1934, 3.0335], [-5.6374, 1.7821, 0.6659], [-1.2249, 4.8329, 3.1108], [4.3544, -1.2171, 4.6892], [7.3800, 1.4044, -0.3208], [-5.4230, -2.3866, -5.5667], [-2.4445, 5.0334, 0.5689], [-4.5028, 0.7570, 0.5973], [0.8523, -2.4246, -0.7314], [-1.1026, 5.2994, 0.1547], [0.4215, 5.7035, 1.4174], [1.0671, -0.7763, -5.8350], [0.5981, 1.2022, -5.5468], [6.9665, -0.3645, -1.4889], [-0.3952, -2.4316, 3.2491], [4.3364, 0.8920, -2.9830], [-4.5258, -2.1716, 4.0527], [-6.4004, 1.3351, 1.9324], [2.2838, 3.2666, -3.0863], [7.0222, 0.3893, -0.1619], [4.9692, 2.8596, 2.9986], [1.4720, 3.6299, -2.4544], [-1.9146, -3.8868, 3.0592], [5.8550, -1.4289, -1.2814], [-7.4788, 1.4283, 1.7901], [4.7552, 2.8462, -4.4711], [-3.2865, -3.9597, 3.4490], [-4.5625, -5.8152, -0.3249], [-5.7949, -2.3515, -3.5739], [5.7252, 5.6954, 1.3993], [0.8333, -0.6719, 3.5600], [-0.9593, -2.9875, 4.7094], [-2.3018, -0.9926, 4.5318], [4.6414, 3.0799, -3.4130], [-3.4925, 1.1702, 0.6434], [-1.2531, -5.5010, -0.2387], [4.7343, 5.3480, 1.0605], [1.3145, -1.2154, 0.8091], [3.5066, -0.6908, 5.1296], [-2.5074, -6.4003, -0.1121], [-3.0669, -4.1146, -0.4960], [1.6739, 0.1813, -0.6193], [-0.5313, 1.3376, -2.7993], [2.8179, 2.9295, 1.6354], [-1.3369, -2.7499, 3.7027], [-4.8147, -1.4177, -3.1445], [5.6313, 3.3121, -3.0182], [0.4340, 4.0961, 0.6987], [5.5165, 3.3210, 2.1762], [-5.3179, 2.8117, 0.8012], [-5.2974, -3.0745, -4.7216], [2.3888, -1.6442, 5.5612], [-4.7775, -1.4507, -2.0549], [-0.3817, 0.2358, 0.0592], [2.2962, -0.0157, -5.0315], [-5.0752, -0.4047, -3.4661], [3.8634, -0.2110, 6.0419], [4.1228, 1.8895, -2.5956], [6.2659, 4.0306, 2.5127], [-5.8572, -3.9866, -4.9056], [3.4162, 3.3197, 0.8063], [-0.8051, 0.6688, 0.9697], [-1.5373, 0.0835, -3.3272], [1.3478, -0.0534, 4.2985], [-2.6431, -1.9437, -3.1350], [-4.5137, 0.2714, -0.3875], [3.9733, -0.4489, -0.7166], [-0.6724, 1.2888, -4.9206], [2.6990, 1.9912, -2.5206], [-1.7826, -1.4079, 0.1883], [-2.4743, -1.7544, 3.7700], [3.5609, 4.1139, -3.0549], [2.4207, -2.5707, 4.9530], [1.2565, -0.1960, -2.8988], [-3.8428, -3.2544, -4.3458], [0.8822, 0.8762, 4.6211], [-2.4536, -7.3263, -0.6869], [4.5759, 2.0170, -1.6091], [-3.1340, -1.1952, -4.5781], [2.8348, 0.1497, 4.0374], [4.9427, -0.6988, -0.2837], [-4.6558, -0.1475, 1.6713], [-6.0395, -0.4620, 3.1314], [-3.4428, -2.7822, 5.3348], [-0.8222, -1.1783, -0.2761], [-2.7371, -6.6643, 0.9184], [-3.7796, -3.9971, -3.5514], [-3.8933, -3.8729, 2.5431], [-3.0094, 4.8140, -0.3339], [-0.5230, 3.2585, 2.6371], [-3.7293, -5.6341, -1.7901], [3.8210, 2.5020, 0.2124], [4.7609, -1.3016, 0.6105], [2.9738, 1.2309, 4.0725], [-3.5882, -2.6877, 4.2589], [5.4255, -1.6855, -2.2445], [-0.4180, -5.9501, -0.7688], [7.9585, -0.7577, -1.7264], [-3.5851, -5.5112, -0.7148], [1.9339, 2.9157, -4.0632]]
}

---

Number 1: E_LUMO 0.2 eV, HOMO-LUMO gap 10.30 eV, F_max 5.50 eV Å⁻¹. Number 2: E_LUMO 0.6 eV, HOMO-LUMO gap 9.74 eV, F_max 1.83 eV Å⁻¹.